No. 1
105
Properties=species:S:1:pos:R:3:mulliken_charge:R:1 method="wB97M-V/def2-TZVPD" s_squared=8.765 e_tot_ha=-7050.0934 orbital_gap_ev="7.1 / 5.9" spin_multiplicity=6 total_charge=+2 relative_energy_kj_mol=65.5
Ru 0.20195 2.11137 -0.30804 0.90
C 1.37275 0.86651 -3.91581 -1.27
As -0.17456 1.19923 -2.78876 1.12
C -1.28907 -0.35886 -3.00636 -1.34
C -1.12501 2.53503 -3.83743 -0.39
C -1.81403 2.18360 -4.99455 -0.77
C -2.47348 3.15267 -5.73738 -0.73
C -2.45129 4.47868 -5.32663 -0.79
C -1.75617 4.84059 -4.18175 -0.47
C -1.08403 3.87344 -3.44181 0.38
As -0.01620 4.33153 -1.89553 1.33
C -0.34102 6.20945 -1.59874 -1.40
C 1.75731 4.41975 -2.69391 -1.07
H 1.21848 -0.06593 -4.45338 0.48
H 2.26846 0.78854 -3.30444 0.30
H 1.46832 1.68657 -4.62177 0.45
H -1.14464 -0.76875 -4.00258 0.50
H -2.32378 -0.06162 -2.85978 0.40
H -1.02637 -1.09173 -2.24876 0.25
H -1.84715 1.15202 -5.32167 0.39
H -3.00952 2.87189 -6.63470 0.43
H -2.97400 5.23372 -5.89952 0.42
H -1.74338 5.87859 -3.87524 0.39
H -1.38243 6.39282 -1.34952 0.42
H -0.05870 6.75371 -2.49668 0.49
H 0.28596 6.52535 -0.76874 0.40
H 1.68773 4.88208 -3.67584 0.43
H 2.18889 3.42588 -2.77531 0.18
H 2.39659 5.01311 -2.04313 0.45
C -0.48609 -5.63526 1.70740 -0.99
C 0.65004 -4.73025 2.15292 -1.11
N 0.87207 -3.59124 1.24215 0.24
C 0.14023 -2.46550 1.44190 0.14
C 0.29836 -1.33901 0.71233 -0.13
C -0.38166 -0.02426 0.90234 0.21
O 0.08616 0.76555 1.74753 -0.56
O -1.23344 0.33769 0.01908 -0.72
C 1.27200 -1.28158 -0.33468 0.59
O 1.48126 -0.22323 -0.96313 -0.68
C 1.97893 -2.52340 -0.61279 0.76
C 2.88846 -2.58951 -1.67177 -0.73
C 3.54637 -3.74909 -1.93928 0.64
F 4.46776 -3.75967 -2.92239 -0.35
C 3.32835 -4.92025 -1.19157 -1.48
C 2.41857 -4.85716 -0.15181 -0.39
C 1.75490 -3.66346 0.17315 -0.17
N 3.99410 -6.13880 -1.47146 0.17
C 4.67057 -6.36620 -2.74757 -0.74
C 4.98464 -7.86918 -2.86246 -0.72
N 4.02426 -8.61611 -1.97693 -0.16
C 4.34124 -8.35236 -0.52579 -0.73
C 4.65293 -6.85595 -0.38505 -0.71
H -0.62530 -6.44677 2.42276 0.40
H -0.28701 -6.06819 0.72437 0.29
H -1.42201 -5.07833 1.64303 0.34
H 1.58476 -5.27675 2.23880 0.50
H 0.45240 -4.31103 3.13633 0.48
H -0.54564 -2.50769 2.27963 0.67
H 3.11144 -1.69530 -2.23966 0.48
H 2.21594 -5.75750 0.41192 0.85
H 5.60745 -5.81590 -2.84852 0.44
H 4.01312 -6.05888 -3.55666 0.51
H 5.98269 -8.11798 -2.51046 0.35
H 4.87584 -8.22719 -3.88212 0.38
H 4.02836 -9.61560 -2.17435 0.34
H 3.08605 -8.25888 -2.16216 0.37
H 5.19213 -8.97496 -0.25940 0.37
H 3.47701 -8.66412 0.05558 0.42
H 5.73512 -6.69153 -0.41709 0.31
H 4.30740 -6.49847 0.57895 0.53
C -6.89041 1.41576 3.88212 -1.41
C -5.80634 2.32679 4.40708 0.72
C -4.49238 1.90005 4.53154 -0.84
C -3.49338 2.73644 5.02039 -0.12
C -3.79613 4.04033 5.37266 0.18
N -2.81309 4.95238 5.85161 -0.06
C -1.45298 4.94595 5.68623 0.26
O -0.69360 5.39149 6.51536 -0.64
N -0.93096 4.38645 4.51064 -0.10
C -1.43094 4.34719 3.21413 0.06
C -2.53147 5.07055 2.76773 -0.20
C -2.95392 4.91455 1.45970 -1.37
C -2.25820 4.08235 0.61041 -0.69
N -1.16411 3.42779 1.01839 0.83
C -0.76098 3.55469 2.28647 -0.62
C -5.11154 4.47951 5.27599 -0.41
C -6.09893 3.63017 4.80404 -0.70
H -6.47958 0.46328 3.54853 0.34
H -7.41482 1.87229 3.04118 0.34
H -7.63581 1.20800 4.65175 0.34
H -4.23707 0.88156 4.25865 0.31
H -2.48442 2.36143 5.13880 0.50
H -3.09173 5.56660 6.60135 0.27
H 0.04412 4.15869 4.62745 0.22
H -3.04337 5.75731 3.42547 0.63
H -3.82287 5.44810 1.09938 0.49
H -2.57422 3.92200 -0.41226 0.68
H 0.12028 3.00268 2.58160 0.42
H -5.35938 5.49413 5.57077 0.43
H -7.12023 3.99074 4.73929 0.40
N 2.14010 2.55446 0.09858 -0.79
C 3.05974 1.80455 0.27958 0.83
N 4.01424 1.06359 0.48314 -0.72
C 4.41496 -0.05821 -0.10011 0.58
N 4.79807 -1.03953 -0.57298 -0.49

---

No. 2
10
Properties=species:S:1:pos:R:3:mulliken_charge:R:1 method="wB97M-V/def2-TZVPD" e_tot_ha=-1203.4831 orbital_gap_ev=9.7 spin_multiplicity=1 total_charge=0 smiles="C=C(Cl)[N+](=O)[O-].Cl" relative_energy_kj_mol=442.3
C -0.61033 0.96773 0.25111 -0.85
C 0.64665 0.61892 -0.02007 0.41
N 1.11313 -0.54340 0.67763 1.00
O 0.53394 -0.85208 1.68500 -0.59
O 2.08284 -1.12565 0.27637 -0.56
Cl -1.35517 -1.71958 -1.05120 -0.23
Cl 1.58408 1.15446 -1.33938 -0.13
H -1.16346 1.80095 -0.08205 0.39
H -1.97424 -0.79692 -1.66639 0.25
H -0.85744 0.49557 1.26897 0.30

---

No. 3
7
Properties=species:S:1:pos:R:3:mulliken_charge:R:1 method="wB97M-V/def2-TZVPD" e_tot_ha=-945.0927 orbital_gap_ev=8.2 spin_multiplicity=1 total_charge=0 smiles=N#CN(S)S relative_energy_kj_mol=186.1
C -1.18119 -0.07783 -0.61771 0.54
N -2.32059 -0.22177 -0.83729 -0.44
N 0.08781 0.15003 -0.35691 -0.33
S 0.48645 1.63847 0.31503 -0.07
S 0.76182 -1.62771 0.28387 -0.05
H 1.71867 1.50046 -0.34816 0.18
H 0.44702 -1.36165 1.56119 0.18

---

No. 4
7
Properties=species:S:1:pos:R:3:mulliken_charge:R:1 method="wB97M-V/def2-TZVPD" e_tot_ha=-1023.6981 orbital_gap_ev=6.8 spin_multiplicity=1 total_charge=-1 relative_energy_kj_mol=71.4
C 0.62871 1.15334 2.99313 0.54
C -0.20875 1.12387 1.21995 -0.06
O -0.16658 0.69568 3.74219 -0.51
O 1.73137 1.54815 2.84553 -0.49
S -0.18849 2.24533 0.05371 -0.38
S -0.12858 -0.58822 0.69980 -0.20
H -0.12843 -0.21765 -0.55022 0.10

---

No. 5
101
Properties=species:S:1:pos:R:3:mulliken_charge:R:1 method="wB97M-V/def2-TZVPD" s_squared=0.754 e_tot_ha=-2224.1771 orbital_gap_ev="7.7 / 7.7" spin_multiplicity=2 total_charge=0
C -1.32456 -2.20063 -2.63950 -0.71
C -0.78184 -0.90738 -2.02596 -0.20
P 0.99422 -0.56094 -2.39610 -0.39
C 1.20831 1.25470 -2.10515 -0.23
C 2.49019 1.83528 -2.69146 -0.97
C 2.15472 -1.57579 -1.31692 3.09
C 2.89523 -2.56478 -2.24164 -1.26
C 2.03013 -3.52437 -3.05679 -0.48
C 1.52481 -4.73784 -2.31845 0.30
N 2.32669 -5.34785 -1.27266 -0.45
O 0.48078 -5.19795 -2.60818 -0.56
C 1.41809 -2.37272 -0.19488 -2.94
C 1.35692 -1.67228 1.16105 1.52
C 0.62039 -0.33030 1.17365 -1.65
C 0.55686 -2.59753 2.08909 -2.04
N 2.71444 -1.47152 1.74329 1.03
O 3.04637 -2.30392 2.65741 -0.78
C 3.77881 -1.27152 0.71673 1.82
C 4.64348 -2.53831 0.59257 -1.71
C 4.71415 -0.19218 1.28721 -1.90
C 3.26129 -0.72848 -0.61652 -2.97
H -2.40923 -2.19080 -2.56355 0.12
H -1.01245 -2.33580 -3.67077 0.28
H -0.98999 -3.05226 -2.05216 0.10
H -1.04347 -0.90728 -0.96707 -0.06
H -1.34107 -0.08609 -2.46920 0.56
H 0.35164 1.73352 -2.56932 0.62
H 1.14417 1.49047 -1.04145 0.19
H 3.35674 1.53002 -2.12016 0.13
H 2.64689 1.54679 -3.72905 0.41
H 2.41406 2.90994 -2.63093 0.26
H 3.64508 -3.15706 -1.72244 0.35
H 3.43769 -1.94760 -2.95781 0.43
H 1.18351 -3.07199 -3.55641 0.11
H 2.66806 -3.92368 -3.84941 0.55
H 2.61150 -6.25493 -1.63894 0.33
H 1.65513 -5.59200 -0.54759 0.24
H 0.43179 -2.71845 -0.49404 0.83
H 2.01681 -3.26977 -0.04639 0.45
H 0.53714 -0.03179 2.21730 0.51
H 1.22449 0.43728 0.70249 0.17
H -0.38917 -0.38106 0.78692 0.19
H 0.92573 -3.61563 2.07265 0.32
H 0.49412 -2.17621 3.08425 0.48
H -0.45268 -2.63282 1.67981 0.49
H 5.29236 -2.44774 -0.27210 0.34
H 4.07963 -3.46385 0.58766 0.33
H 5.30899 -2.56896 1.44580 0.41
H 5.55212 -0.09720 0.59345 0.40
H 5.13152 -0.51630 2.23220 0.38
H 4.23204 0.77648 1.35268 0.40
H 2.97671 0.30982 -0.46928 0.37
H 4.11920 -0.71168 -1.28249 0.80
C -5.94351 -3.34598 -2.49085 -1.24
C -5.55259 -1.88894 -2.43058 0.71
O -4.38218 -1.53132 -2.46039 -0.60
N -6.55065 -0.97625 -2.34099 -0.14
C -7.98739 -1.20695 -2.29289 -0.82
H -5.04275 -3.94893 -2.56012 0.26
H -6.48735 -3.63147 -1.58966 0.36
H -6.56123 -3.53792 -3.36880 0.35
H -6.22004 -0.02449 -2.30547 0.21
H -8.45922 -0.69865 -3.13260 0.28
H -8.38543 -0.79181 -1.37089 0.21
H -8.22169 -2.26539 -2.33901 0.34
C 6.86751 1.45417 6.02768 -1.40
C 5.72543 0.94758 5.17785 0.92
O 5.27333 1.58988 4.24470 -0.62
N 5.20453 -0.27158 5.48560 -0.10
C 5.60343 -1.17728 6.54591 -0.92
H 7.17166 2.42970 5.66053 0.31
H 6.55358 1.55405 7.06758 0.38
H 7.71937 0.77573 5.96483 0.35
H 4.44723 -0.55151 4.87846 0.16
H 5.91438 -2.12866 6.11095 0.29
H 4.75375 -1.35784 7.20674 0.30
H 6.42316 -0.77002 7.12809 0.35
C 3.21805 6.10865 0.67978 -1.34
C 2.80542 5.58838 -0.67618 0.74
O 2.67694 4.39572 -0.90074 -0.50
N 2.57763 6.50374 -1.65737 -0.17
C 2.67928 7.94892 -1.57778 -0.87
H 3.36220 5.26639 1.34975 0.26
H 4.15565 6.66124 0.60660 0.36
H 2.44178 6.75479 1.09200 0.37
H 2.30620 6.09160 -2.53655 0.22
H 1.71256 8.39411 -1.81969 0.28
H 3.41606 8.30078 -2.30201 0.28
H 2.97778 8.27070 -0.58620 0.34
C -9.01217 2.26544 -0.03912 -1.21
C -10.24334 1.57181 -0.57305 0.77
O -10.19806 0.81269 -1.52947 -0.62
N -11.42311 1.82141 0.05319 -0.18
C -11.67015 2.68473 1.19378 -0.82
H -8.15453 1.97025 -0.63629 0.19
H -9.12624 3.34796 -0.10474 0.41
H -8.83160 1.97734 0.99724 0.36
H -12.20433 1.32862 -0.35127 0.24
H -12.09393 2.09557 2.00858 0.28
H -12.38679 3.45832 0.91339 0.28
H -10.75712 3.15767 1.53807 0.32

---

No. 6
27
Properties=species:S:1:pos:R:3:mulliken_charge:R:1 method="wB97M-V/def2-TZVPD" e_tot_ha=-910.2522 orbital_gap_ev=6.2 spin_multiplicity=1 total_charge=-1
C -0.58626 4.98930 1.50271 -0.96
N -0.55382 3.55441 1.40755 0.09
C -1.72253 2.77827 1.41927 0.34
O -2.86358 3.21130 1.49759 -0.62
C -1.22132 1.39463 1.32812 -0.52
C 0.11861 1.38366 1.20278 -0.01
C 0.62145 2.78457 1.34957 0.54
O 1.76529 3.20126 1.42467 -0.61
H 0.43533 5.36110 1.51873 0.37
H -1.11523 5.40416 0.64096 0.29
H -1.10721 5.31609 2.40666 0.29
H -1.89967 0.55965 1.32009 0.44
H 0.83701 0.58407 1.28949 0.35
O 2.57452 -4.26512 0.58946 -0.61
N 1.68091 -4.57621 -0.22507 0.96
O 1.34643 -5.75525 -0.46994 -0.62
C 0.98788 -3.52611 -0.91707 0.07
C 0.01180 -3.88561 -1.86213 -0.49
C -0.65532 -2.86662 -2.55422 -0.21
C -0.40279 -1.53642 -2.28472 -0.62
C 0.44137 -1.13344 -1.15315 0.15
O 0.43102 0.03068 -0.66899 -0.72
C 1.27188 -2.20144 -0.63018 -0.42
H -0.19261 -4.93835 -2.03819 0.39
H -1.37485 -3.15319 -3.32244 0.32
H -0.89367 -0.74445 -2.84297 0.38
H 2.06536 -1.97097 0.07142 0.43